ORCA calculation (ωB97M-V/def2-TZVPD) on a single H2INO2S molecule at a distorted geometry.

```
7
Properties=species:S:1:pos:R:3:lowdin_charge:R:1
N -0.663 -0.091 0.009 -0.31
O 0.876 -0.189 2.135 -0.53
O -1.526 0.478 -1.098 -0.07
S 0.866 0.403 0.835 0.46
I 2.660 -0.616 -0.565 0.33
H -0.976 0.754 -1.809 0.06
H -1.238 -0.739 0.493 0.06
```

Values from the calculation:
Energy relative to the best compared isomer or geometry (same formula, charge and spin) = 62.7 kcal per mole
Kohn-Sham gap = 8.151 eV
Multiplicity = 1
Lowest unoccupied orbital energy = -1.1 eV
HOMO energy = -9.23 eV